Entry from the Open Molecules 2025 dataset: a structure of composition C22H30HfN4OS in a non-equilibrium geometry (the ωB97M-V functional and the def2-TZVPD basis).

Computed properties:
Total charge: +2

Geometry as XYZ:
```
59
C22H30HfN4OS (the ωB97M-V functional and the def2-TZVPD basis)
Hf -0.01699 -0.62286 0.46323
C 1.64110 -2.99110 -4.78002
C 1.20631 -1.59163 -4.36255
N 1.93560 -1.10160 -3.17049
C 1.61739 -1.27170 -1.90226
S 0.04655 -2.05466 -1.51809
N 2.50603 -0.90236 -0.97443
N 2.02055 -1.10314 0.28988
C 2.72338 -1.52101 1.27772
C 4.18199 -1.78781 1.20588
C 1.89662 -1.83332 2.48286
C 2.45624 -2.23646 3.66949
C 1.62746 -2.66943 4.70240
C 0.25848 -2.69382 4.51073
C -0.24633 -2.23327 3.31148
N 0.53947 -1.79756 2.31553
H 1.13230 -3.27781 -5.70160
H 1.39205 -3.72384 -4.01008
H 2.71631 -3.03012 -4.96245
H 0.14416 -1.56002 -4.14214
H 1.39481 -0.87280 -5.15617
H 2.87228 -0.75028 -3.32030
H 4.52558 -1.68178 0.18217
H 4.40811 -2.79346 1.56674
H 4.72859 -1.07667 1.83356
H 3.53301 -2.23445 3.78204
H 2.05545 -2.99571 5.64302
H -0.41542 -3.05352 5.27726
H -1.31471 -2.20235 3.14222
C -0.84984 1.06520 2.86263
C -0.18420 2.14498 1.99275
C 1.17315 1.69210 1.40166
C -1.09020 2.70903 0.90635
C -1.31598 4.07714 0.84667
C -2.11031 4.61021 -0.15283
C -2.67670 3.76668 -1.09317
C -2.47734 2.38823 -1.07583
C -3.20334 1.54604 -2.10908
C -4.41299 0.85345 -1.46649
C -2.32722 0.53863 -2.86819
C -1.67086 1.88668 -0.06131
O -1.39107 0.50909 0.04403
H -0.18464 0.72240 3.65512
H -1.19252 0.19901 2.28229
H -1.75370 1.46629 3.31657
H 0.04344 2.96485 2.67010
H 1.06200 1.22256 0.40378
H 1.73368 1.04878 2.07955
H 1.79773 2.54836 1.16594
H -0.86813 4.72590 1.59341
H -2.28743 5.67816 -0.19679
H -3.30153 4.18331 -1.87448
H -3.58532 2.25556 -2.84143
H -4.08987 0.16598 -0.67982
H -4.96358 0.27744 -2.21282
H -5.09824 1.57854 -1.02387
H -2.33094 -0.43386 -2.37945
H -1.29400 0.87988 -2.96330
H -2.71642 0.39394 -3.87762
```

***

Entry from the Open Molecules 2025 dataset: the ion C22H30N3O6S with charge +1 in a non-equilibrium geometry (the ωB97M-V functional and the def2-TZVPD basis).

Computed properties:
SMILES string: COc1ccc(C[NH+]2CCN(S(=O)(=O)c3ccc(NC(C)=O)cc3)CC2)c(OC)c1OC
Total charge: +1

Geometry as XYZ:
```
62
C22H30N3O6S (the ωB97M-V functional and the def2-TZVPD basis)
C 0.88197 6.10514 -2.53813
H 1.59483 6.07789 -1.70877
H 1.41831 6.22579 -3.48277
H 0.20149 6.94351 -2.40113
O 0.06308 4.95594 -2.55438
C 0.62471 3.74770 -2.77471
C 1.99108 3.53563 -2.91391
C 2.47425 2.26145 -3.14372
C 1.60863 1.19319 -3.26267
C 0.21903 1.38685 -3.12841
C -0.27809 2.66197 -2.86422
O -1.62935 2.86908 -2.74336
C -2.07832 3.33546 -1.48172
H -1.77061 2.64710 -0.68637
H -1.70642 4.33779 -1.26481
H -3.16397 3.35577 -1.55072
O -0.49904 0.23559 -3.28100
C -1.91459 0.21459 -3.18498
H -2.19651 -0.80412 -3.44958
H -2.37148 0.92338 -3.87387
H -2.23899 0.41764 -2.16394
C 2.07973 -0.21528 -3.48216
N 1.71706 -1.03203 -2.28876
C 2.59329 -0.74338 -1.13780
H 2.47817 0.31338 -0.89388
H 3.62727 -0.93665 -1.43253
C 2.19196 -1.63588 0.06340
N 0.93699 -2.30083 -0.16558
S -0.42307 -1.28568 0.04240
O -1.50952 -1.93610 -0.61730
O -0.05049 0.02993 -0.43974
C -0.61243 -1.26889 1.79850
C -1.02165 -2.43086 2.42952
C -1.17410 -2.44765 3.79995
C -0.92098 -1.29002 4.54664
C -0.51134 -0.12412 3.88642
C -0.35546 -0.11405 2.51605
H -0.05020 0.77797 1.99188
H -0.32075 0.77457 4.45421
N -1.06619 -1.24403 5.91917
C -1.40950 -2.26767 6.78717
O -1.61890 -3.39765 6.43138
C -1.48228 -1.79635 8.21602
H -1.74777 -2.63386 8.85423
H -2.23602 -1.01821 8.31827
H -0.52126 -1.39686 8.53356
H -0.89621 -0.34016 6.34031
H -1.49236 -3.34372 4.30602
H -1.22668 -3.30682 1.83649
C 0.93703 -3.15448 -1.32974
H -0.11144 -3.35282 -1.55658
H 1.42657 -4.10040 -1.08021
C 1.64814 -2.48289 -2.52725
H 1.09450 -2.67055 -3.44738
H 2.66758 -2.85877 -2.64576
H 2.08397 -1.03341 0.96537
H 2.95248 -2.39928 0.24855
H 0.76370 -0.69267 -2.02589
H 1.56535 -0.64363 -4.34547
H 3.15795 -0.26126 -3.64200
H 3.53708 2.10634 -3.24863
H 2.68309 4.35765 -2.84890
```

***

Entry from the Open Molecules 2025 dataset: the molecule C22H30N4O4 (the ωB97M-V functional and the def2-TZVPD basis).

Computed properties:
SMILES string: CCN(CC)C(=O)c1[nH]cnc1C(=O)N[C@@H](CC(C)C)C(=O)OCc1ccccc1

Geometry as XYZ:
```
60
C22H30N4O4 (the ωB97M-V functional and the def2-TZVPD basis)
C -4.94681 -1.10529 -1.00137
H -4.59508 -1.90101 -1.65303
H -5.37088 -0.31575 -1.61787
H -5.72619 -1.50947 -0.36175
C -3.77239 -0.57275 -0.18339
N -4.13382 0.56255 0.63406
C -3.55912 1.77493 0.56789
O -3.97942 2.74589 1.18401
C -2.36591 1.96425 -0.29702
C -1.11806 1.37067 -0.37852
N -0.32716 2.08766 -1.23412
C -1.04869 3.09060 -1.64071
N -2.28650 3.06884 -1.09682
H -3.02210 3.75158 -1.19155
H -0.71731 3.84331 -2.32776
C -0.58477 0.20265 0.34385
O -1.20780 -0.41905 1.18962
N 0.66123 -0.12143 -0.05804
H 1.10245 0.49566 -0.72433
C 1.42321 -1.17347 0.55332
C 1.83076 -2.28303 -0.42703
H 2.53688 -2.92217 0.10678
H 2.36435 -1.82762 -1.26530
C 0.68609 -3.15124 -0.97180
C -0.16514 -2.41731 -2.00687
H -0.85249 -3.11398 -2.48255
H -0.75062 -1.63146 -1.53956
H 0.45945 -1.97384 -2.77913
C -0.19885 -3.70400 0.14286
H -0.79012 -2.91181 0.59585
H -0.88421 -4.44667 -0.25977
H 0.40494 -4.17799 0.91325
H 1.16630 -3.99778 -1.47820
C 2.67852 -0.63121 1.23383
O 3.57235 -1.31988 1.64990
O 2.64939 0.69757 1.31638
C 3.79613 1.32874 1.89252
C 4.92898 1.39443 0.90193
C 6.20047 0.95379 1.23729
C 7.22386 1.00965 0.30686
C 6.98108 1.49549 -0.96630
C 5.71078 1.92848 -1.30831
C 4.68908 1.88083 -0.37762
H 3.69547 2.21658 -0.63872
H 5.51611 2.30523 -2.30177
H 7.77938 1.53357 -1.69271
H 8.21167 0.66552 0.57509
H 6.38761 0.56104 2.22546
H 3.45437 2.33025 2.16763
H 4.10134 0.77800 2.78766
H 0.78843 -1.59321 1.34436
C -5.15551 0.37509 1.65181
C -6.51152 0.94976 1.24972
H -6.88937 0.48401 0.34364
H -6.41493 2.01897 1.08357
H -7.22728 0.78666 2.05120
H -5.22983 -0.69313 1.86029
H -4.81560 0.88877 2.55565
H -3.37259 -1.36185 0.46146
H -2.98062 -0.26459 -0.86587
```

***

Entry from the Open Molecules 2025 dataset: the molecule C22H30N4O4 (the ωB97M-V functional and the def2-TZVPD basis).

Computed properties:
SMILES string: COc1ccc(OC)c(C(=O)N2CCC(n3nccc3NC(=O)CC(C)C)CC2)c1

Geometry as XYZ:
```
60
C22H30N4O4 (the ωB97M-V functional and the def2-TZVPD basis)
C 4.68860 4.48421 0.23692
H 5.73470 4.77749 0.31063
O 4.52603 3.97927 -1.06588
C 3.28182 3.57742 -1.45372
C 2.15797 3.57101 -0.64460
C 0.91902 3.14247 -1.12522
C 0.79557 2.73307 -2.45098
C 1.94101 2.72330 -3.25448
C 3.16039 3.13019 -2.77170
H 4.03723 3.12489 -3.39871
H 1.83471 2.38729 -4.27367
O -0.33601 2.28179 -3.06843
C -1.60204 2.62375 -2.55157
H -2.31408 2.38009 -3.34011
H -1.84825 2.04272 -1.65786
H -1.66898 3.68692 -2.31247
C -0.20192 3.20346 -0.12343
O -0.90168 4.19213 0.00833
N -0.31712 2.11889 0.67401
C 0.43140 0.89438 0.54489
H 1.22363 1.01676 -0.19536
C -0.50391 -0.24538 0.13594
H 0.06677 -1.17209 0.05283
H -0.93606 -0.02710 -0.84208
C -1.63936 -0.41212 1.15722
N -1.12571 -0.99377 2.38186
C -0.75666 -2.27866 2.60331
C -0.24968 -2.34091 3.88931
C -0.36798 -1.03601 4.37121
N -0.89074 -0.24452 3.45707
H -0.09893 -0.64849 5.33330
H 0.13389 -3.20301 4.39509
N -0.81492 -3.32952 1.68302
C -1.87655 -3.70227 0.90744
O -2.90101 -3.05921 0.83549
C -1.64237 -4.98044 0.12888
C -0.86722 -4.75744 -1.18539
C -1.56243 -3.71564 -2.05707
H -1.06101 -3.63158 -3.01830
H -2.59894 -3.99290 -2.23040
H -1.54992 -2.74046 -1.57634
C 0.58910 -4.36975 -0.93914
H 1.09068 -5.10882 -0.31678
H 1.12045 -4.31217 -1.88619
H 0.66007 -3.39701 -0.45778
H -0.87428 -5.71533 -1.71833
H -2.62573 -5.38571 -0.11433
H -1.11009 -5.70641 0.74719
H -0.08256 -4.01369 1.81010
C -2.32701 0.93060 1.41914
C -1.33772 2.06267 1.69918
H -1.85276 3.02464 1.70394
H -0.86163 1.89255 2.66871
H -2.92206 1.17724 0.53769
H -2.99924 0.83070 2.27033
H -2.38521 -1.11230 0.76334
H 0.88615 0.66328 1.51614
H 2.20577 3.89814 0.38256
H 4.05381 5.35859 0.41124
H 4.47301 3.72280 0.99402
```

***

Results for energy: -43437.9630 -50884.6318 -37453.3794 -37451.3819 (in eV, following the order of the records).
Results for LUMO energy: -7.6 -2.1 0.7 0.5 (in eV, following the order of the records).